[1]
Formula: C8H17N3O2
Source: the Open Molecules 2025 dataset
Level of theory: ωB97M-V with the def2-TZVPD basis set

Each atom is followed by the atoms it is bonded to, with distances in Å.
Geometry (Å):
1 O 1.04 0.17 1.99  C12 1.303, H16 0.974
2 O -0.44 1.80 1.03  C8 1.244, C12 1.536
3 N 1.45 1.22 -1.40  C6 1.295, C11 1.516, H21 1.041
4 N 0.08 -0.47 -0.70  N5 1.415, C6 1.320, C10 1.456
5 N -0.32 -1.29 0.38  N4 1.415, C9 1.431, C13 1.488
6 C 0.91 0.52 -0.45  N3 1.295, N4 1.320, C12 1.584
7 C -2.20 0.04 1.60  C8 1.478, C13 1.610, H15 1.066, H28 1.160
8 C -1.54 1.35 1.39  O2 1.244, C7 1.478, H14 1.175
9 C 0.34 -2.56 0.33  N5 1.431, H17 1.038, H18 1.067, H24 1.083
10 C -0.44 -0.80 -2.02  N4 1.456, H25 1.054, H26 1.091, H29 1.069
11 C 2.51 2.29 -1.28  N3 1.516, H22 1.072, H27 1.059, H30 1.026
12 C 0.90 1.05 1.04  O1 1.303, O2 1.536, C6 1.584, H23 1.055
13 C -1.79 -1.15 0.60  N5 1.488, C7 1.610, H19 1.044, H20 1.089
14 H -2.39 2.14 1.54  C8 1.175
15 H -3.26 0.18 1.52  C7 1.066
16 H 0.70 -0.72 1.77  O1 0.974
17 H 0.22 -3.24 -0.45  C9 1.038
18 H 1.40 -2.45 0.30  C9 1.067
19 H -2.37 -1.06 -0.26  C13 1.044
20 H -2.18 -2.12 0.93  C13 1.089
21 H 1.24 0.86 -2.35  N3 1.041
22 H 3.20 2.30 -2.11  C11 1.072
23 H 1.59 1.80 1.31  C12 1.055
24 H 0.22 -2.92 1.34  C9 1.083
25 H -1.04 0.01 -2.33  C10 1.054
26 H -1.22 -1.54 -1.82  C10 1.091
27 H 2.14 3.25 -1.52  C11 1.059
28 H -1.91 -0.05 2.71  C7 1.160
29 H 0.30 -0.95 -2.78  C10 1.069
30 H 2.86 2.34 -0.31  C11 1.026

Results
Net charge: +2
Energy relative to the best compared isomer or geometry (same formula, charge and spin) in eV: 0.210
LUMO level in eV: -8.6
2S+1: 1
Orbital gap in Eh: 0.3417
E_HOMO in eV: -17.86
F_max in Eh/bohr: 0.082

---

[2]
Formula: C8H17N4O
Source: the Open Molecules 2025 dataset
Level of theory: ωB97M-V with the def2-TZVPD basis set

Each atom is followed by the atoms it is bonded to, with distances in Å.
Geometry (Å):
1 O -0.93 -2.10 -1.92  C6 1.394, C13 1.526
2 N 0.46 -0.35 -2.65  C8 1.343, C13 1.480, H17 0.998
3 N -0.15 -0.79 1.12  C10 1.480, C11 1.310, H14 0.950
4 N -0.07 0.59 -0.64  C8 1.313, C11 1.362
5 N 1.05 -1.54 -0.73  C11 1.379, C13 1.418, H24 1.035
6 C -1.44 -2.56 -3.12  O1 1.394, H15 1.024, H19 1.026, H21 1.091
7 C 1.06 1.77 2.44  C9 1.520, C12 1.497, H28 1.204, H29 1.062
8 C 0.14 0.74 -1.93  N2 1.343, N4 1.313, H26 1.135
9 C 0.00 0.82 2.98  C7 1.520, C10 1.483, H25 1.207, H30 1.103
10 C -0.88 0.17 1.98  N3 1.480, C9 1.483, H18 1.099, H20 1.091
11 C 0.19 -0.64 -0.13  N3 1.310, N4 1.362, N5 1.379
12 C 0.49 2.98 1.77  C7 1.497, H16 1.145, H22 1.069, H27 1.048
13 C 0.54 -1.70 -2.05  O1 1.526, N2 1.480, N5 1.418, H23 1.077
14 H 0.22 -1.55 1.56  N3 0.950
15 H -0.78 -3.21 -3.55  C6 1.024
16 H -0.51 3.29 2.22  C12 1.145
17 H 0.79 -0.20 -3.58  N2 0.998
18 H -1.48 0.90 1.42  C10 1.099
19 H -2.41 -2.91 -3.10  C6 1.026
20 H -1.69 -0.46 2.35  C10 1.091
21 H -1.56 -1.67 -3.75  C6 1.091
22 H 1.11 3.84 1.63  C12 1.069
23 H 1.14 -2.37 -2.64  C13 1.077
24 H 1.16 -2.50 -0.37  N5 1.035
25 H -0.69 1.48 3.72  C9 1.207
26 H 0.18 1.76 -2.42  C8 1.135
27 H 0.17 2.80 0.79  C12 1.048
28 H 1.73 2.03 3.41  C7 1.204
29 H 1.54 1.27 1.64  C7 1.062
30 H 0.60 0.09 3.55  C9 1.103

Results
Net charge: +1
Energy relative to the best compared isomer or geometry (same formula, charge and spin) in eV: 1.761
LUMO level in eV: -3.7
2S+1: 1
Orbital gap in Eh: 0.3729
E_HOMO in eV: -13.84
F_max in Eh/bohr: 0.073

---

[3]
Formula: C8H17N4O
Source: the Open Molecules 2025 dataset
Level of theory: ωB97M-V with the def2-TZVPD basis set

Each atom is followed by the atoms it is bonded to, with distances in Å.
Geometry (Å):
1 O 2.22 0.43 1.08  C12 1.340, H18 1.011
2 N 2.31 -3.55 -1.22  C8 1.354, H21 1.016, H29 1.013
3 N -0.08 -1.10 -0.10  N4 1.367, C7 1.395, C9 1.323
4 N -0.19 -1.03 -1.46  N3 1.367, C6 1.321
5 N -1.79 0.27 -0.28  C9 1.449, C11 1.493, C13 1.481, H16 1.098
6 C 0.73 -1.81 -2.00  N4 1.321, C8 1.426, H19 1.030
7 C 0.97 -1.97 0.19  N3 1.395, C8 1.402, H24 1.041
8 C 1.46 -2.52 -1.00  N2 1.354, C6 1.426, C7 1.402
9 C -0.83 -0.31 0.64  N3 1.323, N5 1.449, H22 1.112
10 C 1.39 2.84 1.12  C12 1.501, H25 1.020, H26 1.012, H28 1.087
11 C -3.20 -0.09 0.04  N5 1.493, H14 1.201, H17 1.059, H27 1.093
12 C 1.47 1.42 1.58  O1 1.340, C10 1.501, H20 1.078
13 C -1.68 1.75 -0.33  N5 1.481, H15 1.150, H23 1.122, H30 1.114
14 H -3.53 -1.08 -0.56  C11 1.201
15 H -2.55 2.27 -0.88  C13 1.150
16 H -1.32 -0.02 -1.22  N5 1.098
17 H -3.15 -0.26 1.08  C11 1.059
18 H 2.86 0.90 0.45  O1 1.011
19 H 0.62 -2.04 -3.00  C6 1.030
20 H 0.95 1.06 2.45  C12 1.078
21 H 2.96 -3.58 -0.45  N2 1.016
22 H -0.99 -0.25 1.74  C9 1.112
23 H -1.89 2.11 0.71  C13 1.122
24 H 1.12 -2.29 1.17  C7 1.041
25 H 1.80 3.53 1.76  C10 1.020
26 H 0.41 3.07 1.19  C10 1.012
27 H -3.97 0.67 -0.14  C11 1.093
28 H 1.80 3.01 0.12  C10 1.087
29 H 2.74 -3.54 -2.14  N2 1.013
30 H -0.64 2.09 -0.54  C13 1.114

Results
Net charge: +1
Energy relative to the best compared isomer or geometry (same formula, charge and spin) in eV: 6.092
LUMO level (spin up / spin down) in eV: -2.2 / -4.0
2S+1: 1
Orbital gap (spin up / spin down) in Eh: 0.3098 / 0.2140
E_HOMO (spin up / spin down) in eV: -10.66 / -9.78
F_max in Eh/bohr: 0.093

---

[4]
Formula: C8H17N4S2
Source: the Open Molecules 2025 dataset
Level of theory: ωB97M-V with the def2-TZVPD basis set

Each atom is followed by the atoms it is bonded to, with distances in Å.
Geometry (Å):
1 S -0.74 3.68 0.53  C10 1.708, H30 1.349
2 S 1.21 0.73 1.42  C9 1.764, C11 1.696
3 N -1.76 0.76 1.07  N6 1.419, C14 1.431, H17 1.041
4 N -0.56 -0.07 -2.36  C7 1.346, H23 0.976, H24 0.981
5 N 1.09 1.76 -3.47  H15 0.983, H26 0.952, H29 0.962
6 N -1.35 1.19 -0.22  N3 1.419, C7 1.643, C10 1.261
7 C -1.43 -0.02 -1.33  N4 1.346, N6 1.643, H22 1.118, H28 1.093
8 C 0.80 -1.85 1.69  C9 1.379, C12 1.407, C13 1.527
9 C 0.13 -0.64 1.67  S2 1.764, C8 1.379, C14 1.497
10 C -1.06 2.37 -0.53  S1 1.708, N6 1.261, H27 1.048
11 C 2.53 -0.33 1.36  S2 1.696, C12 1.326, H18 1.092
12 C 2.17 -1.59 1.52  C8 1.407, C11 1.326, H21 1.131
13 C 0.21 -3.26 1.75  C8 1.527, H16 1.141, H20 1.075, H31 1.151
14 C -1.36 -0.51 1.60  N3 1.431, C9 1.497, H19 1.100, H25 1.124
15 H 1.15 2.70 -3.17  N5 0.983
16 H 0.90 -4.03 1.26  C13 1.141
17 H -1.46 1.50 1.74  N3 1.041
18 H 3.51 0.09 1.11  C11 1.092
19 H -1.67 -1.34 0.95  C14 1.100
20 H 0.09 -3.50 2.79  C13 1.075
21 H 2.96 -2.38 1.69  C12 1.131
22 H -1.22 -0.90 -0.68  C7 1.118
23 H 0.40 -0.17 -2.21  N4 0.976
24 H -0.78 0.53 -3.11  N4 0.981
25 H -1.81 -0.60 2.63  C14 1.124
26 H 1.78 1.22 -3.10  N5 0.952
27 H -0.78 2.59 -1.51  C10 1.048
28 H -2.45 0.16 -1.67  C7 1.093
29 H 1.26 1.85 -4.41  N5 0.962
30 H -0.95 3.16 1.75  S1 1.349
31 H -0.81 -3.12 1.23  C13 1.151

Results
Net charge: +1
Energy relative to the best compared isomer or geometry (same formula, charge and spin) in eV: 0.000
LUMO level in eV: -3.3
2S+1: 1
Orbital gap in Eh: 0.3194
E_HOMO in eV: -11.95
F_max in Eh/bohr: 0.073